No. 1
C23H24FN8O2Sn as an isolated structure. Source: OMol25; level of theory: ωB97M-V/def2-TZVPD.

Calculated values
ΔE to the lowest compared entry with this formula, charge and spin: 5.4 kcal/mol
largest force on an atom: 0.0251 Eh/bohr
HOMO-LUMO gap: 6.0 eV
LUMO energy: -0.12078 Eh
E_HOMO: -0.3396 hartree

The geometry in ORCA input format:
```
! RIJCOSX wB97M-V def2-TZVPD def2/J DEFGRID3
* xyz 1 1
Sn 1.0389 0.7776 -0.0127
C -0.8130 -1.4420 5.0457
N 0.2158 -0.7487 4.2906
C 0.9570 0.2229 5.0776
C 0.1834 -0.6331 2.9372
N 0.7667 0.3052 2.2763
N -0.5228 -1.6123 2.2743
C -0.5900 -1.9126 0.9412
N -1.2848 -3.0404 0.6824
N -0.0847 -1.1858 0.0127
H -0.4622 -1.5668 6.0664
H -1.0303 -2.4392 4.6664
H -1.7353 -0.8553 5.0720
H 1.1163 -0.2014 6.0669
H 0.4087 1.1641 5.1888
H 1.9399 0.4172 4.6478
H 1.2395 0.9743 2.8647
H -0.8888 -2.3367 2.8735
H -1.6508 -3.6375 1.4033
H -1.3877 -3.3684 -0.2603
H -0.2588 -1.5507 -0.9138
O -2.9688 5.9751 -3.4599
N -2.9292 5.0120 -4.1898
O -3.3899 4.9590 -5.3050
C -2.2677 3.8113 -3.7086
C -1.7261 2.9945 -4.6516
C -1.0036 1.8315 -4.2840
C -0.4232 0.9742 -5.2320
C 0.3170 -0.0981 -4.7965
C 0.5110 -0.2550 -3.4215
N -0.0506 0.5096 -2.5131
C -0.8410 1.5164 -2.9163
C -1.5270 2.3051 -1.9325
N -1.4900 1.8695 -0.6675
C -2.0839 2.5793 0.2662
C -2.7374 3.7838 0.0111
C -2.8116 4.2387 -1.2864
C -2.2096 3.4894 -2.3130
H -1.8285 3.2549 -5.6949
H -0.5570 1.1758 -6.2838
H 0.7583 -0.7948 -5.4906
H 1.1525 -1.0374 -3.0408
H -2.0439 2.1634 1.2651
H -3.1828 4.3450 0.8185
H -3.3298 5.1568 -1.5160
F 2.1598 -5.6914 1.4230
C 2.4334 -4.4038 1.0968
C 2.5742 -3.4671 2.1055
C 2.8264 -2.1536 1.7647
C 2.9339 -1.7513 0.4325
C 3.1166 -0.3441 0.0798
C 2.7895 -2.7276 -0.5555
C 2.5473 -4.0473 -0.2339
H 2.4897 -3.7761 3.1354
H 2.9564 -1.4170 2.5441
H 3.6073 -0.2355 -0.8881
H 3.7248 0.1692 0.8263
H 2.9020 -2.4417 -1.5926
H 2.4434 -4.8008 -0.9974
*
```

=====

No. 2
An isolated molecule of C23H24FNO. Source: OMol25; level of theory: ωB97M-V/def2-TZVPD.

Calculated values
ΔE to the lowest compared entry with this formula, charge and spin: 0.0 kcal/mol
largest force on an atom: 0.0095 Eh/bohr
structure (SMILES): Cc1ccc(F)c([C@H]2[C@@H]3C=CCC[C@@]3(C)C(=O)N2Cc2ccccc2)c1
HOMO-LUMO gap: 9.7 eV
LUMO energy: 0.02639 Eh
E_HOMO: -0.3293 hartree

The geometry in ORCA input format:
```
! RIJCOSX wB97M-V def2-TZVPD def2/J DEFGRID3
* xyz 0 1
C 1.9356 -2.2681 3.6130
C 2.1058 -1.7053 2.2357
C 3.2591 -1.9412 1.4993
C 3.4026 -1.4119 0.2301
C 2.3842 -0.6453 -0.3026
F 2.5496 -0.1530 -1.5520
C 1.2118 -0.3863 0.3988
C 0.0811 0.4163 -0.1786
C 0.4278 1.8642 -0.5432
C 0.5215 2.9424 0.4814
C 0.3485 4.1961 0.0886
C -0.0062 4.6128 -1.3125
C -0.1817 3.4585 -2.3184
C -0.6468 2.2104 -1.5826
C -2.0426 2.4273 -0.9802
C -0.7422 0.8919 -2.3471
O -1.1517 0.7028 -3.4698
N -0.3562 -0.0769 -1.4808
C -0.4659 -1.4887 -1.7708
C -1.2000 -2.1997 -0.6674
C -0.5739 -3.1712 0.1009
C -1.2447 -3.7757 1.1499
C -2.5464 -3.4094 1.4453
C -3.1796 -2.4428 0.6812
C -2.5102 -1.8431 -0.3696
C 1.1018 -0.9297 1.6714
H 2.1111 -1.4923 4.3584
H 0.9225 -2.6400 3.7502
H 2.6381 -3.0776 3.7926
H 4.0505 -2.5460 1.9160
H 4.2907 -1.5891 -0.3561
H -0.7548 0.3832 0.5372
H 1.3866 1.8303 -1.0767
H 0.7661 2.6820 1.5003
H 0.4345 5.0106 0.7956
H 0.7657 5.2961 -1.6774
H -0.9304 5.1968 -1.2567
H -0.8972 3.7410 -3.0913
H 0.7680 3.2451 -2.8123
H -2.4130 1.5222 -0.5033
H -2.7327 2.6928 -1.7782
H -2.0322 3.2232 -0.2411
H -1.0089 -1.5571 -2.7192
H 0.5289 -1.9289 -1.9092
H 0.4450 -3.4551 -0.1216
H -0.7473 -4.5318 1.7396
H -3.0685 -3.8776 2.2668
H -4.1975 -2.1580 0.9045
H -3.0023 -1.0921 -0.9716
H 0.1961 -0.7522 2.2338
*
```

=====

No. 3
C23H24FeN2O as an isolated structure. Source: OMol25; level of theory: ωB97M-V/def2-TZVPD.

Calculated values
expectation value of S²: 6.083
ΔE to the lowest compared entry with this formula, charge and spin: 2.7 kcal/mol
largest force on an atom: 0.0745 Eh/bohr
HOMO-LUMO gap (alpha / beta): 2.4 / 4.7 eV
LUMO energy (alpha / beta): 0.16229 / 0.16215 Eh
E_HOMO (alpha / beta): 0.0751 / -0.0096 hartree

The geometry in ORCA input format:
```
! RIJCOSX wB97M-V def2-TZVPD def2/J DEFGRID3
* xyz -2 5
C 0.7977 -3.1443 -0.7242
C -0.6063 -2.7219 -0.7069
N -1.6864 -3.5579 -0.8504
C -2.7936 -2.7678 -0.7842
C -4.2068 -3.2123 -0.8561
C -2.3498 -1.4317 -0.6083
N -0.9921 -1.4143 -0.5531
H 1.4342 -2.2533 -0.7073
H 1.0234 -3.7604 0.1545
H 1.0127 -3.7314 -1.6249
H -4.8418 -2.3195 -0.8707
H -4.4191 -3.7936 -1.7618
H -4.4994 -3.8089 0.0184
H -2.9926 -0.5669 -0.5322
C -0.0755 -0.6373 6.2292
O 1.1603 -0.7090 5.4989
C 1.1414 -0.2852 4.2105
C 2.4028 -0.2260 3.5561
C 2.4773 0.2526 2.2769
C 1.3170 0.7634 1.6014
C 1.5046 1.3973 0.3630
C 0.4979 2.0516 -0.4303
C 0.5816 3.3062 -1.2001
C -0.6119 3.4375 -2.0033
C -1.4341 2.2608 -1.7948
C -0.7596 1.4292 -0.8343
Fe 0.4008 1.7613 -2.3926
C 1.6217 0.2232 -2.7510
C 2.3061 1.4961 -2.8738
C 1.6024 2.2902 -3.8636
C 0.4776 1.5131 -4.3431
C 0.4834 0.2362 -3.6513
C 0.0540 0.6552 2.2570
C -0.0391 0.1630 3.5433
H 0.1711 -1.0624 7.1953
H -0.4117 0.4044 6.3357
H -0.8544 -1.2269 5.7275
H 3.2817 -0.5423 4.1244
H 3.4392 0.2818 1.7618
H 2.5433 1.5635 0.0506
H 1.3834 4.0308 -1.0679
H -0.8957 4.2989 -2.6037
H -2.4313 2.0755 -2.1842
H -1.1156 0.5416 -0.3407
H 1.9505 -0.6274 -2.1654
H 3.2374 1.7666 -2.3872
H 1.9214 3.2592 -4.2426
H -0.1874 1.7919 -5.1539
H -0.1713 -0.6064 -3.8462
H -0.8453 0.9994 1.7476
H -1.0041 0.1568 4.0577
*
```